No. 1
C34H29N8O6Yb | the ωB97M-V functional and the def2-TZVPD basis

Last column: Löwdin charge in e.
Geometry (Å):
Yb (0.09, -0.27, -0.25)  1.58
O (0.79, -3.86, -2.33)  0.08
O (2.40, 0.09, -0.94)  0.00
O (0.09, -1.82, -1.75)  -0.24
O (1.21, -1.98, 0.58)  -0.19
O (2.61, -3.60, -0.16)  0.09
O (0.94, 3.53, 1.60)  0.05
N (0.13, 0.91, -2.55)  0.05
N (-0.44, -0.54, 2.14)  0.02
N (-2.01, -1.45, 0.20)  -0.01
N (-2.48, 3.48, 1.31)  -0.08
N (-1.60, 1.44, 0.25)  0.14
N (-2.24, -1.91, 1.33)  0.13
N (-0.06, 0.74, -4.75)  0.14
N (1.37, 1.61, 0.38)  0.03
C (-2.89, -1.92, -0.83)  -0.24
C (-2.00, 4.81, 0.89)  -0.14
C (-2.26, 5.81, 2.02)  -0.17
C (3.60, 2.10, -0.18)  -0.08
C (-0.86, -1.50, 4.69)  -0.04
C (-1.49, 4.16, -4.54)  -0.09
C (1.69, 2.83, 0.94)  -0.43
C (0.33, -0.14, 3.15)  -0.09
C (-1.40, -1.42, 2.38)  -0.30
C (4.90, 2.06, -0.64)  0.01
C (-3.07, 4.04, 3.63)  -0.16
C (3.92, 4.22, 0.90)  -0.01
C (-2.02, 2.40, 0.74)  -0.23
C (-3.55, 3.42, 2.31)  -0.13
C (-0.79, 3.27, -2.39)  -0.02
C (-3.64, -3.09, -0.72)  -0.01
C (0.34, 0.16, -3.60)  -0.13
C (0.79, -2.92, -1.57)  -0.54
C (-0.44, 2.08, -3.04)  -0.22
C (-2.01, 5.12, 3.36)  -0.18
C (-1.66, -1.92, 3.64)  0.01
C (-3.79, -1.52, -3.02)  -0.07
C (-1.32, 4.29, -3.15)  -0.09
C (3.12, 3.15, 0.58)  -0.09
C (-2.96, -1.14, -1.98)  -0.03
C (-0.58, 1.99, -4.43)  -0.19
C (5.71, 3.14, -0.32)  -0.07
C (-4.54, -2.68, -2.91)  -0.07
C (-4.46, -3.46, -1.77)  -0.07
C (1.65, -2.87, -0.26)  -0.57
C (-1.12, 3.01, -5.21)  -0.02
C (0.15, -0.60, 4.44)  -0.03
C (2.46, 1.14, -0.31)  -0.45
C (5.23, 4.21, 0.44)  -0.07
H (-5.18, -2.99, -3.73)  0.10
H (-4.42, 3.94, 1.92)  0.12
H (-2.01, 5.85, 4.18)  0.11
H (5.90, 5.03, 0.67)  0.10
H (5.26, 1.23, -1.23)  0.12
H (-5.03, -4.38, -1.69)  0.11
H (-3.29, 6.18, 1.98)  0.11
H (-2.66, 3.28, 4.28)  0.11
H (-2.47, -2.63, 3.76)  0.12
H (6.74, 3.16, -0.66)  0.10
H (-1.22, 2.92, -6.28)  0.11
H (-2.50, 5.12, -0.03)  0.12
H (0.81, -0.26, 5.23)  0.11
H (-1.01, 4.67, 3.33)  0.11
H (-1.03, -1.88, 5.69)  0.11
H (0.77, -0.83, -3.56)  0.13
H (-3.94, 4.48, 4.13)  0.11
H (-1.60, 5.22, -2.68)  0.10
H (3.54, 5.05, 1.50)  0.12
H (0.01, 0.33, -5.66)  0.16
H (-0.93, 4.73, 0.72)  0.10
H (-3.55, -3.69, 0.17)  0.11
H (-3.85, -0.91, -3.91)  0.11
H (-3.83, 2.37, 2.44)  0.13
H (1.11, 0.57, 2.90)  0.11
H (-1.60, 6.66, 1.88)  0.12
H (-2.36, -0.24, -2.05)  0.09
H (-1.92, 4.98, -5.10)  0.10
H (-0.62, 3.37, -1.33)  0.08

As for the expectation value of S²: 0.751. Its orbital gap (spin up / spin down) is 6.389 / 6.388 eV. The spin multiplicity is 2. The calculation puts the max |F| at 0.01821 Eh/bohr. As for the HOMO energy (spin up / spin down): -7.58 / -7.58 eV.


No. 2
C34H30Cl2N8O2Ru | the ωB97M-V functional and the def2-TZVPD basis

Last column: Löwdin charge in e.
Geometry (Å):
Ru (-0.11, 0.06, 0.44)  1.40
Cl (5.25, 0.02, 0.71)  0.68
Cl (5.20, -5.31, 0.07)  0.65
O (1.40, 1.80, -1.11)  -0.04
O (2.34, -0.20, 0.27)  -0.18
N (-1.12, 4.88, -5.07)  0.09
N (-0.80, 2.09, 0.32)  -0.06
N (-1.16, -0.61, -1.10)  -0.14
N (-1.30, -1.29, 1.33)  -0.11
N (0.93, -2.44, -0.26)  0.10
N (1.15, 1.40, -5.97)  0.10
N (0.42, 0.84, 2.17)  -0.14
N (0.02, 2.42, -2.83)  -0.07
C (2.93, -3.80, -0.05)  -0.18
C (-2.40, -1.61, 0.65)  -0.23
C (-1.05, -1.66, 2.69)  -0.22
C (-0.32, 2.89, 1.27)  -0.21
C (0.78, -4.82, -0.37)  -0.05
C (5.03, -2.64, 0.32)  -0.14
C (2.97, -1.32, 0.19)  -0.40
C (1.12, 2.76, 3.39)  -0.03
C (1.23, 4.08, 3.81)  -0.09
C (-5.15, -2.69, -0.52)  -0.13
C (-0.60, 3.30, -1.87)  -0.13
C (0.84, -0.02, 3.25)  -0.24
C (-3.49, -2.19, 1.29)  -0.03
C (0.44, -1.47, 3.00)  -0.17
C (4.35, -1.43, 0.38)  -0.59
C (-0.80, -0.36, -2.48)  -0.21
C (0.63, 5.21, 3.29)  -0.13
C (-4.70, -2.66, 0.79)  -0.09
C (0.22, -3.55, -0.42)  -0.12
C (0.43, 2.17, 2.32)  -0.20
C (0.68, 0.02, -2.66)  -0.09
C (4.33, -3.81, 0.12)  -0.62
C (-0.01, 2.78, -4.17)  -0.30
C (2.14, -4.96, -0.18)  -0.02
C (-3.25, -1.60, -1.76)  -0.02
C (-0.57, 4.27, 1.29)  -0.03
C (2.26, -2.55, -0.05)  -0.16
C (-0.63, 3.92, -4.64)  -0.29
C (1.07, 1.50, -2.42)  -0.35
C (-4.49, -2.22, -1.65)  -0.08
C (-1.51, 2.60, -0.82)  -0.18
C (0.63, 2.01, -5.13)  -0.29
C (-2.29, -1.27, -0.79)  -0.24
C (-0.19, 5.28, 2.17)  -0.08
H (0.70, -2.05, 3.89)  0.11
H (-5.38, -3.07, 1.53)  0.10
H (1.94, 0.01, 3.35)  0.12
H (-0.58, 6.26, 1.93)  0.10
H (-1.21, 4.01, -2.43)  0.11
H (1.01, -1.86, 2.16)  0.08
H (-2.04, 1.78, -1.30)  0.10
H (1.95, 1.69, -3.08)  0.16
H (0.15, -5.70, -0.48)  0.10
H (1.86, 4.23, 4.69)  0.10
H (-3.38, -2.30, 2.36)  0.09
H (-6.13, -3.12, -0.69)  0.09
H (-0.96, -1.28, -3.06)  0.12
H (-2.27, 3.34, -0.52)  0.11
H (-3.00, -1.32, -2.77)  0.09
H (0.82, 6.15, 3.80)  0.09
H (6.10, -2.66, 0.45)  0.10
H (1.96, 1.09, -0.71)  0.05
H (-0.84, -3.43, -0.60)  0.10
H (-1.43, 0.43, -2.92)  0.12
H (0.17, 3.86, -1.32)  0.12
H (1.71, 2.07, 3.99)  0.09
H (2.61, -5.93, -0.15)  0.08
H (1.28, -0.60, -1.99)  0.09
H (-1.31, -2.71, 2.85)  0.12
H (-5.02, -2.34, -2.58)  0.10
H (0.39, 0.33, 4.20)  0.12
H (-1.20, 4.64, 0.48)  0.09
H (-1.66, -1.05, 3.39)  0.13
H (0.95, -0.23, -3.69)  0.10

As for the expectation value of S²: 1.124. As for the net charge: -1. Its orbital gap (spin up / spin down) is 2.737 / 5.195 eV. The spin multiplicity is 2. The calculation puts the max |F| at 0.03939 Eh/bohr. As for the HOMO energy (spin up / spin down): -2.13 / -3.40 eV.


No. 3
C34H30ClMoO2P2S3Sb | the ωB97M-V functional and the def2-TZVPD basis

Last column: Löwdin charge in e.
Geometry (Å):
Sb (-2.70, 3.22, -4.60)  0.69
Mo (-1.31, 1.21, -1.84)  0.49
Cl (-7.85, -2.26, -1.17)  0.83
S (-1.02, 4.36, -5.28)  0.03
S (-1.51, 0.63, -3.88)  0.07
S (-2.25, 3.03, -1.43)  0.12
P (1.07, 1.83, -1.54)  0.95
P (-0.48, -0.81, 2.24)  1.10
O (-2.00, -1.02, 1.61)  -0.07
O (-1.48, -0.24, -0.39)  -0.21
C (-5.37, -1.40, -1.71)  -0.06
C (2.19, 3.08, -3.75)  -0.09
C (2.28, 5.46, -4.04)  -0.05
C (0.88, -4.00, 0.12)  -0.04
C (-3.70, -1.10, -0.01)  -0.14
C (1.85, -2.15, 1.96)  -0.07
C (-1.16, -1.54, 6.64)  -0.01
C (-1.14, -0.02, 4.79)  -0.06
C (-2.37, -0.75, 0.36)  -0.41
C (1.58, 5.64, -2.84)  -0.06
C (-1.37, -0.26, 6.13)  -0.03
C (-4.10, -1.04, -1.35)  0.00
C (3.54, 0.73, -1.96)  -0.08
C (-0.70, -1.06, 3.96)  -0.30
C (-6.27, -1.82, -0.72)  -0.62
C (0.53, -2.07, 1.51)  -0.31
C (2.60, -1.85, -2.45)  -0.06
C (4.43, -0.30, -2.22)  -0.03
C (0.03, 0.90, 1.87)  -0.21
C (-0.50, -2.35, 4.49)  -0.05
C (1.21, 4.55, -2.09)  -0.11
C (1.45, 2.25, 0.20)  -0.29
C (1.52, 3.26, -2.53)  -0.39
C (2.17, 0.47, -1.95)  -0.39
C (1.70, -0.82, -2.19)  -0.11
C (3.96, -1.59, -2.46)  -0.03
C (2.20, -4.07, 0.56)  -0.03
C (1.39, 1.05, 1.16)  -0.24
C (-0.73, -2.58, 5.83)  -0.03
C (0.04, -3.00, 0.59)  -0.05
C (-5.89, -1.90, 0.62)  -0.04
C (2.57, 4.19, -4.49)  -0.06
C (2.68, -3.15, 1.48)  -0.03
C (-4.61, -1.55, 0.97)  0.04
H (0.64, -1.03, -2.19)  0.07
H (3.11, 4.05, -5.42)  0.12
H (2.16, 1.18, 1.91)  0.13
H (0.67, 4.70, -1.16)  0.10
H (2.23, -1.45, 2.70)  0.13
H (-0.78, 1.32, 1.26)  0.08
H (-0.99, -2.98, 0.27)  0.11
H (-5.70, -1.38, -2.75)  0.12
H (2.84, -4.86, 0.20)  0.13
H (0.02, 1.44, 2.81)  0.10
H (0.82, 3.08, 0.52)  0.09
H (-1.32, 0.98, 4.40)  0.11
H (-0.16, -3.16, 3.85)  0.12
H (-1.71, 0.54, 6.77)  0.13
H (1.36, 6.64, -2.50)  0.12
H (-3.40, -0.76, -2.13)  0.06
H (-4.30, -1.61, 2.01)  0.14
H (2.58, 6.33, -4.62)  0.13
H (1.65, 0.14, 0.62)  0.08
H (3.92, 1.73, -1.79)  0.12
H (3.70, -3.21, 1.84)  0.13
H (2.23, -2.84, -2.65)  0.12
H (2.47, 2.64, 0.16)  0.11
H (4.66, -2.38, -2.68)  0.12
H (-6.60, -2.24, 1.36)  0.13
H (-0.57, -3.56, 6.25)  0.13
H (5.50, -0.10, -2.23)  0.13
H (-1.34, -1.72, 7.70)  0.13
H (0.50, -4.73, -0.57)  0.13
H (2.43, 2.09, -4.11)  0.11

As for the expectation value of S²: 0.763. As for the net charge: +3. Its orbital gap (spin up / spin down) is 6.797 / 7.083 eV. The spin multiplicity is 2. The calculation puts the max |F| at 0.00920 Eh/bohr. As for the HOMO energy (spin up / spin down): -16.52 / -16.50 eV.


- Number 1 is which compound?
  C34H29N8O6Yb